The following is a DFT calculation (ωB97M-V/def2-TZVPD) of a molecular structure, C45H45CuN2O2P2Te4 at a distorted geometry.

Last column: Mulliken spin population.
Cartesian coordinates (Å):
Cu (-0.010, -0.207, -1.552)  0.045
C (1.729, -0.846, 6.105)  -0.001
C (1.693, 0.301, 5.081)  -0.001
C (2.051, 1.618, 5.792)  -0.001
C (2.711, 0.028, 3.984)  -0.002
C (4.067, -0.131, 4.267)  0.004
C (4.999, -0.392, 3.276)  0.000
C (4.587, -0.502, 1.953)  0.001
C (3.252, -0.346, 1.632)  -0.002
P (2.563, -0.470, -0.124)  0.001
C (3.177, -2.166, -0.457)  -0.002
C (2.427, -3.112, 0.251)  -0.004
C (2.702, -4.463, 0.170)  0.000
C (3.731, -4.911, -0.648)  0.000
C (4.474, -3.990, -1.365)  0.000
C (4.208, -2.629, -1.264)  0.000
C (3.630, 0.826, -0.857)  -0.002
C (3.115, 2.098, -0.578)  0.005
C (3.742, 3.245, -1.029)  -0.003
C (4.905, 3.147, -1.781)  0.000
C (5.423, 1.896, -2.069)  0.000
C (4.794, 0.745, -1.610)  0.000
C (2.339, -0.083, 2.652)  0.002
O (1.055, 0.045, 2.223)  0.029
C (0.057, 0.280, 3.134)  0.023
C (-1.212, 0.360, 2.536)  0.006
C (-2.290, 0.561, 3.402)  0.113
C (-2.085, 0.709, 4.769)  -0.029
C (-0.817, 0.641, 5.309)  0.068
C (0.297, 0.410, 4.483)  -0.004
P (-1.425, 0.400, 0.724)  -0.039
C (-1.987, 2.058, 0.361)  0.012
C (-2.985, 2.808, 1.063)  0.312
C (-3.177, 4.157, 0.801)  -0.160
C (-2.423, 4.833, -0.151)  0.297
C (-1.428, 4.114, -0.853)  -0.054
C (-1.214, 2.786, -0.589)  0.075
C (-2.932, -0.687, 0.623)  0.072
C (-2.702, -2.065, 0.711)  -0.016
C (-3.731, -2.982, 0.569)  0.010
C (-5.029, -2.540, 0.341)  0.002
C (-5.280, -1.177, 0.261)  -0.005
C (-4.240, -0.261, 0.402)  -0.029
H (2.720, -0.935, 6.552)  0.000
H (1.481, -1.793, 5.625)  0.000
H (1.008, -0.668, 6.903)  0.002
H (3.046, 1.559, 6.234)  0.000
H (1.334, 1.830, 6.586)  0.001
H (2.034, 2.448, 5.087)  -0.001
H (4.400, -0.049, 5.295)  0.000
H (6.044, -0.510, 3.534)  0.000
H (5.305, -0.708, 1.168)  0.000
H (1.599, -2.769, 0.867)  0.007
H (2.098, -5.170, 0.725)  0.000
H (3.939, -5.970, -0.737)  0.000
H (5.265, -4.324, -2.025)  0.000
H (4.791, -1.954, -1.869)  0.000
H (2.189, 2.180, -0.015)  0.005
H (3.311, 4.214, -0.809)  0.000
H (5.391, 4.039, -2.156)  0.000
H (6.315, 1.804, -2.676)  0.000
H (5.215, -0.207, -1.888)  0.000
H (-3.301, 0.558, 3.016)  0.029
H (-2.938, 0.863, 5.420)  -0.003
H (-0.678, 0.754, 6.376)  0.015
H (-3.600, 2.338, 1.817)  0.119
H (-3.940, 4.693, 1.357)  -0.009
H (-2.587, 5.885, -0.341)  0.043
H (-0.820, 4.606, -1.604)  -0.002
H (-0.431, 2.263, -1.137)  0.030
H (-1.685, -2.413, 0.864)  -0.012
H (-3.521, -4.043, 0.625)  0.000
H (-5.837, -3.253, 0.233)  0.000
H (-6.291, -0.821, 0.103)  -0.001
H (-4.448, 0.796, 0.324)  0.034
Te (0.604, -2.886, -3.388)  0.003
Te (2.592, -2.429, -5.273)  0.000
Te (1.690, -0.097, -6.301)  0.001
Te (1.642, 1.385, -3.954)  -0.003
C (-4.306, 0.905, -3.838)  0.007
C (-3.101, 0.998, -2.869)  0.019
N (-2.191, -0.113, -3.089)  -0.002
C (-1.665, -0.063, -4.452)  -0.001
C (-2.816, -0.181, -5.470)  0.001
N (-4.099, -0.311, -4.692)  0.000
C (-4.056, -1.544, -3.838)  0.000
C (-2.866, -1.389, -2.868)  -0.002
H (-4.374, 1.757, -4.512)  -0.001
H (-5.258, 0.779, -3.322)  0.001
H (-3.437, 0.990, -1.839)  -0.004
H (-2.557, 1.927, -3.028)  0.000
H (-0.952, -0.874, -4.572)  0.001
H (-1.107, 0.863, -4.578)  -0.003
H (-2.731, -1.069, -6.096)  0.000
H (-2.921, 0.697, -6.106)  0.000
H (-4.872, -0.393, -5.345)  -0.001
H (-3.938, -2.391, -4.513)  0.000
H (-5.016, -1.618, -3.326)  0.001
H (-2.141, -2.183, -3.044)  -0.002
H (-3.207, -1.441, -1.838)  0.002
O (0.914, -0.665, -3.251)  0.002

Forces on the atoms, in the same order (eV/Å):
0.0 0.0 0.6
0.0 0.0 0.0
0.1 0.0 0.0
0.0 0.0 0.0
0.0 0.0 0.0
0.0 0.0 0.1
0.0 0.0 -0.1
0.1 0.0 0.1
-0.3 0.0 -0.5
0.4 -0.1 0.2
0.0 -0.1 0.2
0.0 0.0 0.0
0.0 0.0 0.0
0.0 0.0 0.0
0.0 0.0 0.0
-0.1 0.1 -0.2
-0.1 0.2 0.1
-0.1 -0.1 0.0
0.0 0.0 0.0
0.0 0.0 0.0
0.0 0.0 0.0
0.0 -0.1 0.0
0.0 -0.1 -0.3
0.0 0.0 0.3
0.1 0.0 -0.7
-0.2 -0.3 0.7
0.2 -0.1 0.0
-0.2 0.0 0.1
0.1 0.0 -0.2
-0.1 0.1 0.3
-0.1 0.4 -1.1
0.2 -0.3 -0.1
-0.1 0.0 0.1
0.0 -0.1 0.0
-0.1 0.1 0.0
0.1 -0.1 0.0
0.0 0.0 -0.1
0.1 -0.2 0.3
0.1 0.1 0.0
0.0 0.0 0.0
0.0 0.0 0.0
0.0 0.1 0.0
0.0 0.0 -0.1
0.0 0.0 0.0
0.0 0.0 0.0
0.0 0.0 0.0
0.0 0.0 0.0
0.0 0.0 0.0
0.0 0.0 0.0
0.0 0.0 0.0
0.0 0.0 0.0
0.0 0.0 0.0
0.0 0.0 0.0
0.0 0.0 0.0
0.0 0.0 0.0
0.0 0.0 0.0
0.0 0.0 0.0
0.0 0.0 0.0
0.0 0.0 0.0
0.0 0.0 0.0
0.0 0.0 0.0
0.0 0.0 0.0
0.0 0.0 0.0
0.0 0.0 0.0
0.0 0.0 0.0
0.0 0.0 0.0
0.0 0.0 0.0
0.0 0.0 0.0
0.0 0.0 0.0
0.0 0.0 0.0
0.0 0.0 0.0
0.0 0.0 0.0
0.0 0.0 0.0
0.0 0.0 0.0
0.0 0.2 0.0
0.4 -0.1 -0.4
-0.2 -0.1 0.1
0.0 0.1 0.2
0.2 -0.1 -0.4
0.0 0.0 0.0
0.1 0.0 -0.1
-0.2 0.0 -0.1
0.1 0.0 0.1
0.1 0.0 -0.1
0.0 0.0 0.0
0.0 -0.1 0.0
0.1 0.1 0.1
0.0 0.0 0.0
0.0 0.0 0.0
-0.1 0.0 0.2
0.0 0.0 0.0
0.0 0.0 0.0
0.0 0.0 0.0
0.0 0.0 0.0
0.0 0.0 0.0
0.0 0.0 0.0
0.0 0.0 0.0
0.0 0.0 0.0
0.0 0.0 0.0
-0.1 0.0 0.0
-0.4 0.2 1.0

As for the expectation value of S²: 0.76. The calculation puts the LUMO energy (spin up / spin down) at 1.2137 / 1.2091 eV. Its net charge is -1. The value obtained for the highest occupied orbital energy (spin up / spin down) is -1.20 / -2.38 eV. The calculation puts the total energy at -5396.9564 Ha. For the relative energy (zero: lowest compared OMol25 entry of this formula, charge and spin), the calculation gives 30.5 kcal/mol. The spin multiplicity is 2.